Below is C20H24N4O6S in the gas phase in a non-equilibrium geometry, with properties calculated with ωB97M-V/def2-TZVPD.

The calculation puts the HOMO-LUMO gap at 8.908 eV. As for the spin multiplicity: 1. Its SMILES is COCCN(CC(=O)NCc1ccc2c(c1)OCO2)C(=O)CCC(=O)Nc1nccs1.

Each atom is followed by the atoms it is bonded to, with distances in Å.
Atoms and positions in Å:
1 C -4.28856 -0.20658 2.58793  H2 1.096, O3 1.408, H54 1.088, H55 1.096
2 H -3.21339 -0.15797 2.79416  C1 1.096
3 O -4.52081 -0.41539 1.21531  C1 1.408, C4 1.413
4 C -4.01144 0.62787 0.41011  O3 1.413, C5 1.540, H52 1.099, H53 1.099
5 C -4.05067 0.17338 -1.06082  C4 1.540, N6 1.448, H50 1.092, H51 1.090
6 N -2.73425 0.04860 -1.65030  C5 1.448, C7 1.352, C26 1.457
7 C -1.84783 -0.91554 -1.31550  N6 1.352, O8 1.228, C9 1.516
8 O -0.67887 -0.85169 -1.68503  C7 1.228
9 C -2.32460 -2.06833 -0.45371  C7 1.516, C10 1.534, H24 1.087, H25 1.092
10 C -1.10046 -2.64203 0.27093  C9 1.534, C11 1.507, H22 1.087, H23 1.091
11 C -0.36118 -1.49341 0.90862  C10 1.507, O12 1.214, N13 1.376
12 O -0.90863 -0.58996 1.50695  C11 1.214
13 N 1.00828 -1.44747 0.78306  C11 1.376, C14 1.364, H21 1.020
14 C 1.86137 -2.26457 0.10117  N13 1.364, N15 1.286, S18 1.766
15 N 1.64539 -3.47054 -0.28822  C14 1.286, C16 1.355
16 C 2.71551 -3.99305 -0.93476  N15 1.355, C17 1.354, H20 1.074
17 C 3.79355 -3.18038 -1.03856  C16 1.354, S18 1.726, H19 1.070
18 S 3.46994 -1.65467 -0.29940  C14 1.766, C17 1.726
19 H 4.74355 -3.37609 -1.49102  C17 1.070
20 H 2.64680 -4.99757 -1.30955  C16 1.074
21 H 1.41791 -0.58388 1.13982  N13 1.020
22 H -0.44148 -3.16364 -0.41916  C10 1.087
23 H -1.41631 -3.33584 1.05125  C10 1.091
24 H -3.05736 -1.72774 0.27373  C9 1.087
25 H -2.78250 -2.83181 -1.08529  C9 1.092
26 C -2.21819 1.22766 -2.33275  N6 1.457, H27 1.090, H28 1.092, C29 1.537
27 H -3.01998 1.69482 -2.90501  C26 1.090
28 H -1.41582 0.91050 -3.00234  C26 1.092
29 C -1.67767 2.22528 -1.29555  C26 1.537, O30 1.213, N31 1.343
30 O -2.25074 3.25516 -1.00667  C29 1.213
31 N -0.53246 1.80459 -0.73413  C29 1.343, H32 1.014, C33 1.449
32 H -0.17483 0.89412 -0.99996  N31 1.014
33 C 0.03265 2.42451 0.44787  N31 1.449, C34 1.501, H48 1.095, H49 1.097
34 C 1.48264 2.06165 0.58694  C33 1.501, C35 1.388, C39 1.400
35 C 1.96051 1.52275 1.77302  C34 1.388, C36 1.396, H47 1.080
36 C 3.30091 1.16663 1.93603  C35 1.396, C37 1.372, H46 1.077
37 C 4.13196 1.35741 0.86061  C36 1.372, C38 1.398, O43 1.367
38 C 3.65435 1.88425 -0.34313  C37 1.398, C39 1.372, O41 1.367
39 C 2.34085 2.24511 -0.50340  C34 1.400, C38 1.372, H40 1.077
40 H 1.98116 2.65601 -1.43148  C39 1.077
41 O 4.68141 1.95892 -1.24185  C38 1.367, C42 1.411
42 C 5.81759 1.44870 -0.57813  O41 1.411, O43 1.412, H44 1.101, H45 1.102
43 O 5.46799 1.09250 0.74245  C37 1.367, C42 1.412
44 H 6.60776 2.21560 -0.55633  C42 1.101
45 H 6.18827 0.55928 -1.11306  C42 1.102
46 H 3.66991 0.75812 2.86161  C36 1.077
47 H 1.28088 1.39014 2.60165  C35 1.080
48 H -0.09926 3.50705 0.34505  C33 1.095
49 H -0.51829 2.09632 1.33803  C33 1.097
50 H -4.57369 -0.78443 -1.10494  C5 1.092
51 H -4.60912 0.89335 -1.65907  C5 1.090
52 H -4.60635 1.53967 0.55715  C4 1.099
53 H -2.97630 0.84861 0.70486  C4 1.099
54 H -4.72718 -1.05540 3.10852  C1 1.088
55 H -4.76293 0.71942 2.93231  C1 1.096

The computed Mulliken charges, all in e, follow: C -0.649; H 0.194; O -0.456; C 0.000; C -1.296; N 0.056; C 0.612; O -0.760; C -0.444; C -0.754; C 0.254; O -0.596; N 0.185; C 0.478; N -0.453; C -0.647; C -0.315; S 0.068; H 0.417; H 0.448; H -0.197; H 0.446; H 0.436; H 0.214; H 0.441; C -0.979; H 0.482; H 0.410; C 0.582; O -0.679; N 0.004; H 0.312; C -1.131; C 0.723; C -0.976; C -0.547; C 0.741; C 1.043; C -1.020; H 0.500; O -0.511; C -0.289; O -0.486; H 0.292; H 0.250; H 0.396; H 0.286; H 0.546; H 0.274; H 0.622; H 0.261; H 0.622; H 0.006; H 0.240; H 0.346